(1)
Computed, not measured: a cluster of 4 separate species, C27H29F3NO13 in total, with ωB97M-V/def2-TZVPD.

```
73
Properties=species:S:1:pos:R:3:forces:R:3
C 4.869 1.687 -0.416 0.120 0.230 -0.054
C 4.573 3.171 -0.415 0.364 -0.522 0.388
C 4.498 3.760 -1.788 -0.421 0.165 0.106
C 3.120 3.564 -2.465 -0.029 -0.398 -0.047
C 2.378 4.895 -2.369 -0.103 -0.289 -0.315
N 2.446 2.407 -1.963 0.475 -0.261 0.008
C 1.056 2.551 -1.818 0.261 -0.287 -0.033
C 0.464 1.190 -1.527 0.462 0.076 0.213
O -0.532 1.220 -0.505 0.255 -1.019 -0.082
C -1.664 1.900 -0.852 -0.478 0.092 -0.095
C -2.111 2.593 0.396 0.704 -0.754 -0.327
F -2.997 3.553 0.177 -1.071 1.143 -0.391
F -2.684 1.732 1.235 -0.816 -0.885 0.754
F -1.099 3.095 1.042 1.024 1.176 0.787
H 4.671 1.309 -1.391 -0.262 -0.568 -0.654
H 4.235 1.182 0.278 -0.427 -0.559 0.457
H 5.894 1.484 -0.161 0.698 -0.139 0.157
H 3.647 3.306 0.099 -0.794 0.335 0.250
H 5.336 3.648 0.175 0.478 0.583 0.307
H 4.659 4.821 -1.692 0.325 0.635 -0.173
H 5.290 3.363 -2.397 0.538 -0.282 -0.404
H 3.329 3.422 -3.539 0.169 0.269 -0.489
H 1.996 5.096 -1.386 -0.053 0.144 0.697
H 1.549 4.915 -3.046 -0.754 -0.059 -0.377
H 3.019 5.694 -2.687 0.492 0.617 -0.062
H 0.795 3.171 -0.947 -0.584 0.503 0.071
H 0.535 2.923 -2.718 -0.345 0.548 -0.225
H 1.259 0.591 -1.143 0.548 -0.407 0.451
H 0.122 0.702 -2.428 -0.544 -0.221 -0.400
H -1.534 2.611 -1.650 0.275 0.531 -0.278
H -2.479 1.247 -1.144 -0.417 -0.430 -0.251
C -1.399 -1.190 1.958 -0.126 -0.219 -0.071
C -0.340 -0.809 2.689 -0.129 -0.149 -0.208
C 0.627 -1.819 3.260 -0.009 -0.368 -0.049
O 1.579 -1.408 3.899 -0.115 0.158 -0.023
C 0.366 -3.231 3.022 0.140 0.204 0.365
C -0.691 -3.602 2.297 0.276 0.157 0.322
C -1.633 -2.596 1.707 -0.090 0.452 -0.044
O -2.564 -3.029 1.048 -0.063 -0.257 -0.020
O -0.981 -4.871 2.049 -0.194 -0.215 -0.147
O -0.060 0.449 2.958 0.157 0.099 0.210
H -2.093 -0.487 1.527 0.033 0.112 -0.023
H 1.052 -3.947 3.452 0.029 0.021 0.030
H -1.791 -4.854 1.502 0.005 0.037 -0.059
H 0.762 0.442 3.485 0.041 0.046 -0.056
C 4.488 -6.105 0.893 0.252 -0.072 -0.062
C 3.256 -5.629 1.103 0.174 -0.162 0.043
C 2.705 -4.465 0.322 0.078 0.204 -0.225
O 1.565 -4.130 0.589 0.110 -0.090 -0.196
C 3.549 -3.836 -0.674 -0.098 0.024 0.014
C 4.786 -4.316 -0.886 -0.394 0.150 0.097
C 5.329 -5.491 -0.118 -0.162 -0.315 0.389
O 6.454 -5.878 -0.382 0.070 0.166 -0.180
O 5.619 -3.809 -1.774 0.227 0.027 -0.179
O 2.422 -6.135 1.996 -0.179 0.029 0.084
H 4.892 -6.941 1.446 -0.020 -0.008 0.009
H 3.150 -2.993 -1.219 0.041 0.039 -0.017
H 6.435 -4.342 -1.720 0.033 -0.018 0.011
H 1.597 -5.612 1.922 -0.061 -0.020 -0.058
C -7.532 0.839 -1.394 0.115 0.100 -0.064
C -8.403 0.212 -0.594 0.201 0.132 -0.197
C -8.340 0.332 0.905 0.316 0.228 0.311
O -9.188 -0.261 1.551 -0.160 -0.129 -0.142
C -7.287 1.133 1.488 -0.169 -0.105 0.037
C -6.407 1.764 0.691 -0.249 -0.203 0.213
C -6.485 1.664 -0.812 -0.281 -0.254 -0.275
O -5.667 2.276 -1.467 0.148 0.112 0.124
O -5.427 2.503 1.150 0.012 0.218 -0.100
O -9.381 -0.556 -1.045 -0.247 -0.171 0.033
H -7.571 0.760 -2.471 -0.017 -0.014 -0.008
H -7.242 1.198 2.565 0.041 0.028 0.009
H -4.939 2.847 0.375 0.165 0.052 0.078
H -9.853 -0.878 -0.251 0.007 0.008 0.037
```
Positions in Å, forces in eV/Å.

Results
LUMO level = 0.157 eV
gap between HOMO and LUMO = 2.0 eV
charge = -1

(2)
Computed, not measured: an isolated molecule of C27H32N4O2S, with ωB97M-V/def2-TZVPD.

```
66
Properties=species:S:1:pos:R:3:forces:R:3
C 0.090 0.986 3.220 -0.017 0.031 -0.084
C -0.320 1.144 1.794 0.157 0.106 -0.168
N 0.496 1.732 0.976 0.242 0.104 0.801
N 0.183 1.903 -0.300 -0.342 -0.278 -0.266
C 1.137 2.665 -1.099 0.113 0.610 -0.194
C 0.680 4.117 -1.209 0.057 -0.234 -0.047
C 2.544 2.596 -0.481 -0.312 -0.337 -0.278
O 3.142 3.590 -0.133 0.035 0.390 0.092
N 3.074 1.359 -0.439 0.153 -0.287 -0.135
C 4.341 1.109 0.207 0.080 0.039 0.255
C 4.177 0.202 1.426 0.092 -0.160 -0.276
C 4.068 -1.277 1.045 0.017 0.249 0.237
N 2.960 -1.570 0.146 -0.193 0.065 -0.010
C 1.704 -1.637 0.879 0.087 0.015 0.177
C 0.484 -1.792 0.010 -0.038 -0.021 0.003
C -0.620 -2.479 0.502 0.103 0.017 -0.001
C -1.754 -2.645 -0.271 -0.070 -0.065 -0.002
C -1.802 -2.129 -1.554 0.018 -0.130 -0.075
C -0.714 -1.432 -2.051 -0.016 -0.035 -0.097
C 0.416 -1.259 -1.271 0.028 -0.047 0.071
C 3.193 -2.736 -0.712 0.188 -0.218 -0.302
C 4.154 -2.367 -1.843 -0.291 -0.102 0.179
C 3.673 -3.996 0.019 -0.233 0.295 -0.066
C -1.006 1.522 -0.914 0.023 -0.093 0.390
O -1.194 1.737 -2.098 -0.146 0.064 -0.372
C -1.924 0.871 -0.005 0.300 -0.007 0.671
C -1.571 0.680 1.317 -0.486 -0.020 -0.692
S -2.797 -0.143 2.236 0.118 0.168 -0.201
C -3.821 -0.232 0.823 0.307 0.229 -0.075
C -5.079 -0.808 0.755 -0.096 -0.068 -0.001
C -5.744 -0.785 -0.455 -0.048 -0.088 0.123
C -5.169 -0.194 -1.579 0.016 0.030 -0.089
C -3.918 0.378 -1.516 -0.011 0.076 -0.044
C -3.225 0.360 -0.306 -0.379 -0.085 0.174
H -0.632 1.480 3.868 -0.022 0.032 0.122
H 0.111 -0.069 3.491 0.046 -0.108 0.086
H 1.070 1.427 3.372 0.050 -0.003 0.037
H 1.148 2.209 -2.096 0.050 0.039 0.198
H 1.401 4.678 -1.796 0.029 0.088 -0.021
H -0.293 4.165 -1.691 -0.055 -0.025 -0.036
H 0.625 4.561 -0.218 0.037 0.048 0.062
H 2.524 0.533 -0.629 -0.068 0.127 -0.052
H 4.735 2.084 0.503 0.014 -0.165 -0.099
H 5.028 0.649 -0.511 0.076 0.049 0.050
H 3.302 0.530 1.988 -0.007 0.054 0.096
H 5.048 0.312 2.074 -0.001 0.003 0.082
H 4.994 -1.552 0.539 0.034 -0.047 0.048
H 4.001 -1.874 1.971 0.062 -0.069 -0.106
H 1.610 -0.697 1.434 0.032 -0.092 0.065
H 1.710 -2.451 1.627 -0.004 0.086 -0.029
H -0.587 -2.892 1.501 0.027 -0.062 0.100
H -2.603 -3.182 0.128 -0.077 -0.043 0.031
H -2.683 -2.267 -2.162 -0.082 0.003 -0.047
H -0.747 -1.011 -3.044 -0.008 0.066 -0.090
H 1.263 -0.724 -1.675 0.117 0.029 -0.088
H 2.225 -2.970 -1.167 0.185 0.017 0.038
H 3.838 -1.442 -2.317 -0.024 0.113 -0.087
H 5.171 -2.240 -1.481 0.153 0.021 0.023
H 4.160 -3.156 -2.591 0.073 -0.089 -0.102
H 3.684 -4.833 -0.674 0.022 -0.115 -0.041
H 4.677 -3.869 0.417 0.120 -0.013 0.054
H 3.002 -4.245 0.839 -0.038 -0.100 0.121
H -5.522 -1.261 1.629 -0.092 -0.059 0.069
H -6.725 -1.231 -0.529 -0.085 -0.034 0.001
H -5.715 -0.189 -2.510 -0.040 0.010 -0.082
H -3.452 0.838 -2.373 0.019 0.027 -0.097
```
Positions in Å, forces in eV/Å.

Results
LUMO level = -0.005 eV
SMILES string = Cc1nn([C@@H](C)C(=O)NCCCN(Cc2ccccc2)C(C)C)c(=O)c2c1sc1ccccc12
gap between HOMO and LUMO = 8.4 eV
energy above the lowest of the compared OMol25 structures with the same formula, charge and spin = 0.713 eV
charge = 0

(3)
Computed, not measured: a structure of composition C22H36BrN3O3PTi, with ωB97M-V/def2-TZVPD.

```
67
Properties=species:S:1:pos:R:3:forces:R:3
Ti 0.663 0.500 0.271 0.820 2.810 -0.086
C -0.089 0.639 3.395 0.075 -0.014 -0.026
N 0.967 0.117 2.505 0.173 -0.103 0.225
C 1.159 -1.320 2.795 -0.062 0.040 0.013
C 2.242 0.824 2.804 -0.055 -0.074 -0.009
C 3.237 0.555 1.719 0.149 -0.040 -0.097
C 4.593 0.516 2.021 0.058 -0.008 -0.058
C 5.518 0.273 1.017 -0.028 -0.003 -0.060
C 5.081 0.061 -0.287 0.033 0.015 0.066
C 3.727 0.104 -0.586 -0.062 0.057 -0.042
C 2.776 0.362 0.406 -0.510 -0.179 0.262
H 0.176 0.449 4.439 0.015 0.007 0.034
H -1.033 0.149 3.179 -0.046 -0.047 -0.013
H -0.195 1.708 3.240 -0.006 0.056 -0.025
H 1.395 -1.460 3.853 0.011 0.010 0.032
H 1.977 -1.711 2.197 0.043 -0.019 -0.056
H 0.245 -1.870 2.574 -0.021 0.013 -0.018
H 2.616 0.506 3.781 -0.003 -0.015 0.070
H 2.026 1.889 2.860 -0.054 0.097 -0.008
H 4.926 0.673 3.042 -0.011 -0.025 -0.048
H 6.575 0.241 1.251 -0.042 0.000 -0.020
H 5.798 -0.137 -1.074 -0.008 0.011 0.035
H 3.416 -0.062 -1.610 -0.024 0.003 0.032
O 0.752 2.911 -4.678 0.036 -0.068 0.083
C 0.883 1.757 -3.987 -0.005 0.099 -0.258
C 1.133 0.535 -4.594 0.037 -0.044 -0.109
C 1.210 -0.584 -3.784 -0.043 0.008 0.243
N 1.065 -0.559 -2.456 -0.155 0.210 -0.206
C 0.865 0.647 -1.857 -0.007 -0.430 -0.002
Br 0.548 2.914 0.641 -0.026 -0.198 0.011
C 0.760 1.814 -2.607 0.152 -0.076 0.218
H 0.895 2.763 -5.619 -0.007 -0.010 -0.005
H 1.265 0.457 -5.668 -0.030 -0.039 0.071
H 1.396 -1.557 -4.231 -0.002 0.034 -0.005
H 0.604 2.778 -2.146 -0.005 -0.004 0.067
N 0.360 -4.343 -1.635 -0.024 -0.027 -0.030
C -0.502 -3.330 -1.051 -0.168 0.028 -0.195
C 0.371 -2.282 -0.429 -0.557 0.410 -0.175
O 1.588 -2.587 -0.283 0.991 -0.370 0.218
O -0.102 -1.202 -0.003 -0.466 -2.209 -0.117
H 0.006 -5.280 -1.506 0.034 -0.011 0.026
H 1.693 -3.478 -0.738 -0.069 0.095 0.078
H 0.503 -4.188 -2.624 -0.013 -0.016 -0.042
H -1.103 -3.749 -0.241 -0.051 -0.023 0.022
H -1.185 -2.835 -1.742 -0.012 0.004 -0.055
C -3.879 0.790 -2.118 0.008 0.029 -0.008
C -2.444 0.951 -1.617 -0.107 -0.022 0.066
P -2.174 0.822 0.206 -0.158 -0.011 -0.169
C -3.293 -0.588 0.623 0.140 -0.041 0.196
C -3.013 -1.286 1.956 -0.047 0.037 -0.082
C -3.076 2.302 0.789 0.073 -0.013 0.249
C -3.324 2.341 2.299 -0.008 0.042 -0.080
H -3.914 0.990 -3.190 -0.020 -0.011 0.016
H -4.569 1.485 -1.637 0.031 -0.020 -0.020
H -4.259 -0.220 -1.962 0.018 0.032 0.007
H -2.050 1.928 -1.902 0.062 0.033 -0.017
H -1.793 0.217 -2.095 0.032 -0.037 -0.031
H -3.194 -1.308 -0.192 -0.008 -0.005 -0.024
H -4.319 -0.218 0.594 -0.053 -0.039 -0.039
H -1.986 -1.654 2.000 0.003 0.005 -0.010
H -3.679 -2.141 2.092 0.011 0.035 -0.013
H -3.166 -0.621 2.806 0.012 -0.005 -0.017
H -4.021 2.363 0.249 -0.042 0.022 -0.013
H -2.467 3.157 0.490 -0.013 0.037 -0.026
H -3.958 1.515 2.627 0.018 0.011 -0.010
H -3.830 3.266 2.573 0.009 -0.020 -0.005
H -2.388 2.303 2.858 -0.017 -0.012 -0.013
```
Positions in Å, forces in eV/Å.

Results
LUMO level = -3.430 eV
gap between HOMO and LUMO = 7.7 eV
energy above the lowest of the compared OMol25 structures with the same formula, charge and spin = 0.795 eV
charge = +1

no.,E_HOMO (eV)
1,-1.821
2,-8.360
3,-11.155